1.
Entry from OMol25: an isolated ion of composition C5H12NO2 and charge -1 (ωB97M-V/def2-TZVPD).

Geometry (Å):
O1 2.699 -1.120 0.193
O2 -3.074 1.966 -0.594
N1 -1.013 1.020 0.159
C1 -0.721 0.080 -0.916
C2 -1.825 2.217 -0.301
C3 0.742 -0.418 -0.936
C4 1.359 -0.628 0.421
C5 0.567 -1.613 1.244
H1 1.163 -1.943 2.097
H2 -0.366 -1.144 1.525
H3 -1.600 0.540 0.844
H4 -1.382 -0.783 -0.919
H5 1.404 0.309 0.966
H6 3.223 -1.048 0.999
H7 -1.174 2.584 -1.149
H8 0.394 -2.507 0.635
H9 1.336 0.298 -1.493
H10 -1.658 2.963 0.510
H11 0.769 -1.390 -1.431
H12 -0.844 0.617 -1.854

- energy above the lowest of the compared OMol25 structures with the same formula, charge and spin (kcal per mole) = 65.5
- electronic energy (eV) = -10964.151
- SMILES = C[C@@H](O)CCNC[O-]
- net charge = -1
- E_HOMO (eV) = -2.51


2.
Entry from OMol25: a single HO4PS2 molecule in a non-equilibrium geometry (ωB97M-V/def2-TZVPD).

Geometry (Å):
S1 -0.849 1.270 -0.628
S2 -2.128 0.313 0.413
P1 0.782 -0.580 -0.164
O1 1.807 0.410 0.539
O2 1.412 -1.048 -1.390
O3 -3.433 0.917 0.264
O4 -0.181 -1.185 0.736
H1 2.591 -0.096 0.230

- energy above the lowest of the compared OMol25 structures with the same formula, charge and spin (kcal per mole) = 14.8
- electronic energy (eV) = -39165.993
- E_HOMO (alpha / beta) (eV) = -11.17 / -11.17


3.
Entry from OMol25: C15H72BNO32 as an isolated structure in a non-equilibrium geometry (ωB97M-V/def2-TZVPD).

Geometry (Å):
O1 2.089 -2.993 -5.727
O2 3.920 -4.734 0.623
O3 -1.758 -4.301 4.043
O4 -0.220 1.817 5.380
O5 -4.016 5.820 2.693
O6 4.206 -4.089 -2.278
O7 0.869 6.494 -1.631
O8 1.855 1.718 3.168
O9 -3.441 2.224 5.177
O10 -4.772 1.353 -0.367
O11 -0.404 6.505 1.359
O12 0.749 -5.331 0.338
O13 2.730 -3.520 3.014
O14 -4.085 -1.042 -1.755
O15 -2.640 0.827 6.692
O16 1.530 -3.455 -2.861
O17 3.593 2.041 -5.467
O18 -1.740 -1.397 4.288
O19 -3.697 2.468 2.725
O20 -1.395 1.423 -3.880
O21 -3.060 4.336 3.978
O22 -3.737 -4.483 0.280
O23 4.828 -2.440 -4.424
O24 -1.491 -5.564 -1.515
O25 3.011 3.950 -1.363
O26 6.190 0.589 -1.158
O27 -4.209 -0.951 1.112
O28 -1.502 2.472 3.844
O29 0.066 4.459 2.931
O30 -5.118 3.513 1.498
O31 2.361 -0.722 4.504
O32 -1.997 -1.385 -3.703
N1 0.086 -0.083 0.004
C1 0.303 -2.360 1.012
C2 -1.242 -0.805 0.017
C3 -2.266 4.493 -0.985
C4 2.949 -0.305 -2.634
C5 -0.117 1.406 0.250
C6 -1.154 3.709 -0.204
C7 -3.846 4.649 3.081
C8 0.565 -0.900 1.122
C9 -2.534 1.562 5.721
C10 -0.872 2.241 -0.762
C11 -1.249 1.811 4.876
C12 0.776 -0.421 -1.215
C13 -1.039 -2.282 0.195
C14 2.243 0.010 -1.305
C15 -4.226 3.552 2.395
B1 -2.913 2.891 3.903
H1 -2.653 -1.206 3.993
H2 -1.178 -4.824 3.508
H3 -1.804 -0.430 0.758
H4 -2.009 5.138 -1.915
H5 -0.049 4.157 -0.269
H6 -1.522 -5.223 -2.454
H7 4.497 2.119 -5.081
H8 0.709 -1.380 -1.430
H9 0.760 6.218 -2.547
H10 -1.628 -0.520 -3.690
H11 -2.690 -4.649 4.063
H12 0.888 1.793 0.226
H13 -0.051 6.507 0.553
H14 -3.062 3.714 -1.407
H15 4.428 -4.854 -2.794
H16 3.476 -1.250 -2.308
H17 5.791 1.399 -1.459
H18 2.033 -1.423 3.937
H19 -2.689 5.206 -0.433
H20 5.093 -1.647 -4.077
H21 2.304 -0.310 -3.532
H22 4.120 -4.211 -0.232
H23 2.247 1.097 -1.298
H24 -1.576 -6.468 -1.651
H25 1.257 -6.257 0.010
H26 3.940 4.017 -1.037
H27 -3.041 -4.834 -0.235
H28 -4.669 -1.763 1.278
H29 0.276 -0.121 -2.219
H30 -1.625 3.450 0.797
H31 0.017 5.717 1.814
H32 -2.335 1.749 -4.108
H33 1.729 -0.907 1.270
H34 1.205 -2.813 0.550
H35 3.578 0.518 -2.665
H36 4.567 -3.339 -2.916
H37 -0.062 -5.548 0.038
H38 0.263 -2.883 2.042
H39 -0.450 3.696 3.201
H40 4.633 -2.296 -5.294
H41 0.373 4.980 3.673
H42 -4.066 -1.310 -0.772
H43 1.580 -3.310 -3.758
H44 -0.275 1.523 1.242
H45 3.361 -3.362 3.794
H46 -5.659 1.390 -0.507
H47 3.232 -4.158 2.538
H48 2.077 0.724 3.517
H49 1.038 2.108 3.434
H50 0.068 -0.396 1.913
H51 -0.307 2.382 -1.745
H52 2.365 -3.735 -2.688
H53 -4.126 -0.140 -1.655
H54 5.555 0.389 -0.338
H55 2.899 -0.484 -0.590
H56 1.693 -0.790 5.114
H57 1.396 -2.397 -5.728
H58 3.644 1.194 -5.726
H59 -0.707 1.814 -4.276
H60 -4.679 1.758 0.328
H61 2.880 -2.443 -5.274
H62 -1.706 -2.223 3.864
H63 1.663 6.118 -1.158
H64 -2.709 -1.604 -3.146
H65 -4.892 -0.497 0.557
H66 -0.904 -3.014 -0.666
H67 3.152 -4.986 0.350
H68 -3.258 -4.135 0.989
H69 2.897 3.723 -2.167
H70 -1.764 -0.640 -1.115
H71 -1.914 1.995 -0.770
H72 -1.802 -2.586 0.793

- energy above the lowest of the compared OMol25 structures with the same formula, charge and spin (kcal per mole) = 58.5
- electronic energy (eV) = -84403.891
- E_HOMO (eV) = -9.15


4.
Entry from OMol25: C24H21N4O5V as an isolated structure in a non-equilibrium geometry (ωB97M-V/def2-TZVPD).

Geometry (Å):
V1 8.542 11.121 5.719
O1 8.852 12.889 7.212
O2 7.728 10.477 9.591
O3 7.258 11.100 4.177
O4 5.259 11.642 3.264
O5 8.567 10.322 7.516
N1 9.172 13.012 4.528
N2 6.436 11.631 6.569
N3 8.942 9.066 5.044
N4 10.557 11.101 5.512
C1 6.273 10.840 7.778
C2 10.921 14.645 4.677
C3 10.444 13.346 4.847
C4 8.386 13.903 3.971
C5 9.754 6.461 4.670
C6 8.417 6.759 4.637
C7 12.980 14.013 5.694
C8 5.402 11.362 5.587
C9 7.630 10.514 8.382
C10 12.133 7.176 4.911
C11 10.735 7.446 4.920
C12 12.993 8.214 5.133
C13 12.520 12.655 5.814
C14 7.644 13.393 7.811
C15 11.240 12.291 5.400
C16 8.056 8.101 4.799
C17 10.063 15.599 4.086
C18 10.267 8.776 5.131
C19 12.526 9.536 5.360
C20 6.500 13.088 6.867
C21 11.174 9.870 5.377
C22 12.223 14.999 5.158
C23 8.792 15.224 3.719
C24 6.000 11.383 4.194
H1 7.679 5.995 4.506
H2 7.028 8.422 4.761
H3 7.746 14.463 7.997
H4 5.611 11.321 8.501
H5 13.286 10.285 5.521
H6 12.467 6.147 4.728
H7 7.416 13.529 3.695
H8 14.060 8.055 5.167
H9 12.557 16.031 5.068
H10 13.159 11.956 6.319
H11 10.081 5.450 4.528
H12 5.794 9.902 7.478
H13 9.305 12.309 7.847
H14 10.448 16.600 3.975
H15 6.550 13.651 5.925
H16 5.038 10.341 5.740
H17 5.547 13.407 7.343
H18 13.968 14.231 6.119
H19 7.463 12.928 8.780
H20 8.108 15.927 3.263
H21 4.566 12.061 5.645

- multiplicity = 3
- electronic energy (eV) = -67118.843
- E_HOMO (alpha / beta) (eV) = -7.22 / -7.41
- ⟨S²⟩ = 2.01


5.
Entry from OMol25: C5H6CuLiO4 as an isolated structure in a non-equilibrium geometry (ωB97M-V/def2-TZVPD).

Geometry (Å):
Cu1 -3.193 -1.970 -0.068
O1 -2.437 -0.991 1.488
O2 1.402 -0.525 0.679
O3 2.316 1.101 -0.595
O4 2.860 0.891 1.535
C1 0.525 -0.890 -0.388
C2 -1.610 0.040 1.161
C3 -0.895 0.329 -1.423
C4 -0.944 -0.107 -0.132
C5 2.212 0.533 0.519
Li1 3.604 2.252 0.344
H1 0.319 -1.957 -0.224
H2 1.111 -0.903 -1.315
H3 -1.539 1.194 -1.620
H4 -0.681 -0.202 -2.354
H5 -2.171 0.906 0.437
H6 -0.881 0.299 1.955

- energy above the lowest of the compared OMol25 structures with the same formula, charge and spin (kcal per mole) = 0.0
- electronic energy (eV) = -58312.464
- E_HOMO (eV) = -7.68


6.
Entry from OMol25: a 2-piece molecular cluster, C3H9N3O3 overall in a non-equilibrium geometry (ωB97M-V/def2-TZVPD).

Geometry (Å):
O1 1.195 2.290 -0.820
O2 -0.652 -1.572 -0.446
O3 0.032 0.193 1.117
N1 -2.299 -0.375 0.616
N2 1.448 0.140 -1.575
N3 -0.704 0.955 -1.185
C1 1.095 -0.584 1.623
C2 0.760 1.175 -0.995
C3 -1.040 -0.557 0.107
H1 2.042 -0.222 1.207
H2 2.449 0.231 -1.479
H3 1.089 -0.790 -1.382
H4 -2.377 0.277 1.385
H5 -1.061 0.390 -1.946
H6 -1.226 1.779 -0.908
H7 1.131 -0.478 2.712
H8 -2.891 -1.190 0.547
H9 1.009 -1.661 1.422

- energy above the lowest of the compared OMol25 structures with the same formula, charge and spin (kcal per mole) = 42.8
- electronic energy (eV) = -13869.198
- SMILES = COC(N)=O.NC(N)=O
- E_HOMO (eV) = -9.83


7.
Entry from OMol25: C5H11BiO3 as an isolated structure in a non-equilibrium geometry (ωB97M-V/def2-TZVPD).

Geometry (Å):
Bi1 2.890 -1.184 0.802
O1 0.048 -0.989 0.876
O2 2.142 0.804 1.267
O3 -3.035 -1.680 0.859
C1 -0.154 0.102 1.725
C2 1.136 0.709 2.268
C3 0.885 -2.053 1.397
C4 1.936 1.816 0.293
C5 -2.095 -2.357 1.244
H1 -0.714 0.839 1.133
H2 -0.773 -0.158 2.605
H3 1.047 1.598 -0.316
H4 1.819 2.789 0.792
H5 -1.720 -3.211 0.641
H6 0.667 -2.941 0.783
H7 1.564 0.088 3.066
H8 -1.778 -2.348 2.308
H9 0.736 -2.213 2.484
H10 0.925 1.699 2.700
H11 2.823 1.843 -0.350

- multiplicity = 2
- energy above the lowest of the compared OMol25 structures with the same formula, charge and spin (kcal per mole) = 2.7
- electronic energy (eV) = -17335.058
- net charge = +1
- E_HOMO (alpha / beta) (eV) = -12.62 / -12.82
- ⟨S²⟩ = 0.75


8.
Entry from OMol25: C23H31IPdSeSi3 as an isolated structure in a non-equilibrium geometry (ωB97M-V/def2-TZVPD).

Geometry (Å):
I1 -0.085 1.168 -4.174
Pd1 -0.264 0.113 -1.478
Se1 -0.998 0.806 1.097
Si1 1.978 0.825 -0.919
Si2 0.546 -1.878 -0.652
Si3 0.149 1.501 2.957
C1 -3.868 -2.182 -2.841
C2 -3.090 1.740 -1.624
C3 -0.545 -2.881 0.541
C4 2.750 -2.654 1.096
C5 -5.343 2.360 -1.973
C6 -2.548 -1.866 -2.426
C7 2.194 -1.659 0.303
C8 0.139 3.385 3.298
C9 -4.613 0.079 -2.373
C10 4.104 -0.317 0.782
C11 3.261 0.881 -2.291
C12 -2.226 -0.547 -2.107
C13 -5.630 1.090 -2.326
C14 4.613 -1.252 1.653
C15 -0.729 0.706 4.387
C16 -4.001 2.684 -1.527
C17 -3.271 0.401 -2.074
C18 3.975 -2.466 1.739
C19 1.973 0.894 3.369
C20 0.866 -2.881 -2.220
C21 2.859 -0.408 0.178
C22 2.193 2.560 -0.308
C23 -4.904 -1.269 -2.836
H1 4.196 1.287 -1.999
H2 2.044 -0.161 3.142
H3 4.616 0.601 0.604
H4 1.276 -2.228 -3.065
H5 5.441 -0.981 2.227
H6 1.533 -3.762 -1.956
H7 -4.184 -3.280 -3.056
H8 -6.015 3.214 -1.871
H9 -0.925 3.621 3.641
H10 2.935 1.442 -3.193
H11 0.840 3.629 4.070
H12 2.049 3.119 -1.221
H13 1.437 2.983 0.378
H14 -0.533 -2.437 1.507
H15 -1.558 -2.973 0.159
H16 2.321 -3.653 1.263
H17 3.162 2.773 0.117
H18 4.421 -3.282 2.294
H19 -0.550 -0.349 4.553
H20 -3.832 3.715 -1.174
H21 -6.664 0.829 -2.648
H22 2.043 1.000 4.461
H23 -1.854 -2.645 -2.314
H24 -0.066 -3.317 -2.631
H25 0.423 3.895 2.355
H26 2.766 1.449 2.947
H27 -1.809 0.816 4.213
H28 -0.466 1.233 5.315
H29 -0.144 -3.882 0.589
H30 3.488 -0.151 -2.650
H31 -5.876 -1.436 -3.304

- multiplicity = 3
- energy above the lowest of the compared OMol25 structures with the same formula, charge and spin (kcal per mole) = 0.0
- electronic energy (eV) = -124915.766
- net charge = -2
- E_HOMO (alpha / beta) (eV) = -0.79 / -1.42
- ⟨S²⟩ = 2.02


9.
Entry from OMol25: a 2-piece molecular cluster, C4H11NO2S overall in a non-equilibrium geometry (ωB97M-V/def2-TZVPD).

Geometry (Å):
S1 0.853 0.080 2.583
O1 -2.797 0.271 -0.063
O2 0.423 -1.436 -2.157
N1 -0.301 0.638 -1.784
C1 0.408 -0.474 -1.409
C2 1.302 -0.327 -0.200
C3 -0.408 1.890 -1.080
C4 0.651 -0.884 1.057
H1 0.872 -1.947 1.151
H2 -0.429 -0.825 0.969
H3 0.579 2.307 -0.859
H4 2.290 -0.755 -0.403
H5 2.171 0.299 2.504
H6 -3.686 -0.073 -0.207
H7 -0.980 1.863 -0.159
H8 -0.730 0.549 -2.689
H9 1.654 0.694 -0.117
H10 -2.290 -0.523 0.132
H11 -0.914 2.634 -1.689

- energy above the lowest of the compared OMol25 structures with the same formula, charge and spin (kcal per mole) = 16.0
- electronic energy (eV) = -20746.611
- SMILES = CNC(=O)CCS.O
- E_HOMO (eV) = -9.23


10.
Entry from OMol25: C5H8N2O as an isolated structure in a non-equilibrium geometry (ωB97M-V/def2-TZVPD).

Geometry (Å):
O1 0.548 0.377 0.280
N1 2.746 0.193 0.353
N2 2.273 -0.972 -0.407
C1 0.996 -0.797 -0.444
C2 -1.841 -0.550 0.690
C3 -2.872 -0.997 -0.193
C4 -1.101 1.913 -0.388
C5 -0.953 0.592 0.135
H1 0.014 -1.538 -0.616
H2 -3.426 -2.006 -0.154
H3 3.616 0.393 -0.096
H4 -2.782 -0.554 -1.530
H5 1.981 1.047 0.749
H6 -1.822 -0.999 1.818
H7 -0.352 2.695 -0.424
H8 -2.111 2.436 -0.417

- energy above the lowest of the compared OMol25 structures with the same formula, charge and spin (kcal per mole) = 191.5
- electronic energy (eV) = -10334.422
- E_HOMO (eV) = -8.36


11.
Entry from OMol25: C46H50AsI2N5O4PPbS as an isolated structure (ωB97M-V/def2-TZVPD).

Geometry (Å):
Pb1 -2.030 -0.060 0.595
I1 -3.744 -3.676 7.063
I2 -3.345 -5.236 1.318
As1 1.377 -0.082 -0.626
S1 -0.894 -1.127 -2.696
P1 -3.916 2.421 -0.006
O1 -0.888 -0.679 -4.045
O2 0.144 -0.167 -1.947
O3 -2.555 -2.178 1.119
O4 -2.112 -1.091 -1.930
N1 0.438 0.334 0.760
N2 -2.236 -0.279 3.024
N3 -5.689 2.827 -2.104
N4 -5.562 4.611 -0.436
N5 -3.739 4.303 -2.043
C1 -2.645 -1.521 3.412
C2 -0.729 -3.572 -1.562
C3 -4.656 3.518 -2.872
C4 -3.312 -3.136 5.100
C5 3.948 0.628 0.933
C6 0.893 -3.057 -3.303
C7 -2.913 3.443 -1.197
C8 -0.097 -4.785 -1.359
C9 3.552 1.580 -0.173
C10 -3.461 -4.070 4.114
C11 4.026 -3.884 -0.153
C12 2.538 1.339 -1.113
C13 -3.188 -3.758 2.767
C14 3.641 -1.091 -2.662
C15 1.968 -2.712 0.414
C16 0.733 -2.700 1.276
C17 -2.628 -0.795 5.704
C18 -2.873 -1.827 4.769
C19 4.072 3.657 -1.312
C20 1.424 2.140 3.837
C21 -6.421 3.810 -1.307
C22 0.789 1.399 1.626
C23 2.316 2.210 -2.197
C24 -2.799 -2.496 2.363
C25 1.143 1.115 2.945
C26 1.505 -4.274 -3.076
C27 1.332 1.992 -3.322
C28 -2.197 0.434 5.289
C29 3.360 -1.940 -1.445
C30 -4.982 3.804 0.636
C31 4.850 4.940 -1.399
C32 2.255 -1.774 -0.596
C33 5.015 -4.976 0.145
C34 4.302 2.744 -0.298
C35 -5.121 1.769 -1.273
C36 3.097 3.355 -2.259
C37 -0.207 -2.711 -2.525
C38 -4.526 5.247 -1.247
C39 -2.015 0.659 3.918
C40 0.987 3.758 2.119
C41 1.353 3.466 3.427
C42 0.700 2.735 1.227
C43 1.031 -5.144 -2.094
C44 4.230 -2.995 -1.197
C45 1.714 -6.458 -1.832
C46 2.872 -3.746 0.610
H1 4.216 1.186 1.828
H2 1.226 0.950 -3.612
H3 -4.601 1.050 -1.912
H4 3.946 -1.740 -3.484
H5 -3.794 -5.068 4.364
H6 -2.334 2.767 -1.835
H7 0.923 4.788 1.791
H8 0.895 -2.162 2.212
H9 -7.166 3.296 -0.699
H10 -1.680 1.623 3.552
H11 -5.011 5.942 -1.933
H12 0.334 2.352 -3.064
H13 5.083 -3.130 -1.854
H14 5.082 2.938 0.430
H15 1.201 0.079 3.258
H16 1.017 -7.288 -1.957
H17 -6.935 4.486 -1.991
H18 0.447 -3.724 1.516
H19 5.671 4.957 -0.684
H20 -4.374 4.441 1.283
H21 2.943 4.035 -3.090
H22 5.817 -5.001 -0.590
H23 -5.920 1.231 -0.759
H24 3.178 -0.083 1.223
H25 1.666 2.547 -4.197
H26 4.449 -0.379 -2.484
H27 -0.489 -5.465 -0.610
H28 -2.002 1.229 5.994
H29 -4.084 2.786 -3.446
H30 -3.856 5.811 -0.595
H31 4.530 -5.953 0.162
H32 1.251 -2.383 -4.072
H33 4.819 0.045 0.622
H34 2.774 -0.528 -3.005
H35 -2.205 4.054 -0.633
H36 2.085 -6.495 -0.805
H37 -5.148 4.200 -3.566
H38 0.414 2.962 0.205
H39 2.659 -4.475 1.386
H40 5.462 -4.822 1.128
H41 -2.780 -0.994 6.756
H42 2.367 -4.560 -3.668
H43 1.582 4.265 4.121
H44 -5.779 3.377 1.248
H45 1.707 1.901 4.855
H46 -1.603 -3.297 -0.984
H47 -0.121 -2.248 0.781
H48 5.260 5.082 -2.399
H49 4.202 5.792 -1.190
H50 2.555 -6.614 -2.506

- energy above the lowest of the compared OMol25 structures with the same formula, charge and spin (kcal per mole) = 0.0
- electronic energy (eV) = -166561.278
- net charge = +1
- E_HOMO (eV) = -9.86


12.
Entry from OMol25: CH5ISi as an isolated structure in a non-equilibrium geometry (ωB97M-V/def2-TZVPD).

Geometry (Å):
I1 -3.611 0.025 -0.025
Si1 -0.627 -0.960 0.020
C1 0.031 0.791 -0.023
H1 -0.626 -1.710 -1.123
H2 -0.606 1.452 0.420
H3 -0.108 1.051 -1.092
H4 -0.471 -1.919 1.071
H5 0.986 0.905 0.395

- energy above the lowest of the compared OMol25 structures with the same formula, charge and spin (kcal per mole) = 23.4
- electronic energy (eV) = -17095.509
- E_HOMO (eV) = -8.78